Record 1
ORCA calculation (ωB97M-V with the def2-TZVPD basis set) on a molecular structure, C6H14BrNO3S.

Properties
Net charge: 0
Orbital gap, eV: 10.20

Last column: Mulliken charge in e.
CARTESIAN COORDINATES (ANGSTROEM)
1 Br -4.278339 1.002176 0.134360  -0.32
2 S 0.281407 1.296096 -0.715605  1.18
3 O 1.334038 2.534887 -0.532108  -0.52
4 O 0.543793 0.680970 -1.941140  -0.72
5 O -1.033954 1.885385 -0.345070  -0.65
6 N -0.287020 -0.697316 0.243913  -0.33
7 C -0.935726 -1.567542 -0.420162  0.92
8 C 1.692045 1.417263 0.412690  1.11
9 C -1.724258 -2.524677 0.474601  -1.30
10 C 1.424792 1.751534 1.897330  -1.37
11 C -1.072694 -1.437374 -1.871442  -1.09
12 C 2.916199 0.747301 -0.094575  -1.26
13 H -2.973365 1.489127 -0.140139  0.31
14 H -2.773538 -2.207961 0.467520  0.26
15 H -1.811988 -3.514397 0.081963  0.36
16 H 2.632355 -0.154778 -0.625022  0.31
17 H -2.053331 -1.071394 -1.961393  0.24
18 H 0.403152 2.244079 1.955618  0.29
19 H -1.441265 -2.399593 1.498767  0.37
20 H 2.150498 2.354147 2.315854  0.49
21 H 3.463589 1.357180 -0.798804  0.32
22 H -1.077016 -2.556688 -2.160425  0.39
23 H -0.170844 -0.946424 1.253005  0.07
24 H -0.254333 -0.907134 -2.447224  0.34
25 H 3.560116 0.450315 0.799980  0.34
26 H 1.485696 0.774821 2.517510  0.26

Forces on the atoms, in the same order (eV/Å):
Br -0.3 -0.1 0.0
S 0.0 3.5 4.8
O -0.2 0.1 0.1
O 0.4 -0.5 -2.3
O 2.0 -1.6 -0.8
N 1.1 -0.3 0.5
C 0.1 0.7 2.8
C -1.9 1.3 -0.7
C -1.0 0.6 -1.8
C -2.3 -2.8 -1.1
C 1.5 -3.5 -1.0
C 1.0 -1.3 2.0
H 0.4 0.1 -0.1
H 0.0 0.4 -0.2
H 0.5 -0.9 0.1
H 0.1 -0.3 -0.1
H -1.4 0.7 -1.0
H 1.3 -0.7 0.2
H 0.5 -0.5 0.5
H 1.6 1.6 0.6
H 0.1 0.4 0.1
H -0.3 1.6 -0.3
H -0.5 0.6 -1.0
H -1.6 -0.8 1.1
H -0.6 0.3 -1.3
H -0.5 1.4 -1.0

=====

Record 2
ORCA calculation (ωB97M-V with the def2-TZVPD basis set) on 11 unconnected molecules or ions with the total composition C64H112N4O10S.

Properties
<S²>: 0.776
Net charge: +1
Multiplicity: 2
Orbital gap (spin up / spin down), eV: 6.40 / 2.95

Last column: Mulliken spin population.
CARTESIAN COORDINATES (ANGSTROEM)
1 S 19.921407 -1.353582 5.174148  0.01
2 O 20.100390 -8.346558 4.213856  0.08
3 O 22.341133 -1.614652 1.175247  0.02
4 O 19.970031 -8.188941 2.051994  -0.02
5 O 28.141083 -3.175955 -4.646897  0.00
6 O 27.886286 -1.037786 -4.571709  0.00
7 O 20.515626 -2.357731 6.075844  0.00
8 O 28.171916 0.181601 2.467254  0.00
9 O 20.721766 -0.318107 4.501756  0.00
10 O 20.277569 -2.136075 1.015118  0.00
11 O 26.369379 0.752916 1.359292  0.00
12 N 20.378533 -7.773354 3.148983  -0.03
13 N 21.249128 -1.570371 0.671179  0.01
14 N 26.952845 0.192415 2.356635  0.00
15 N 27.722736 -2.199167 -4.085045  0.00
16 C 15.858465 3.526118 -4.767700  0.00
17 C 21.103244 2.973646 0.955965  0.00
18 C 15.381572 4.099646 -6.134911  0.00
19 C 21.396219 1.843193 2.009145  0.00
20 C 19.486926 4.450190 -1.297474  0.00
21 C 21.883253 -3.048420 -3.346306  0.00
22 C 16.747169 2.271824 -4.952376  0.00
23 C 26.811635 -2.443842 -2.883560  0.00
24 C 21.425482 -5.934196 4.488053  0.07
25 C 13.013043 1.864897 3.018158  0.00
26 C 25.537170 6.071007 -0.949836  0.00
27 C 22.417118 -4.802688 2.102379  0.18
28 C 22.217104 0.994508 -1.970112  0.00
29 C 19.002177 -2.875123 -5.696453  0.00
30 C 21.611212 -5.909889 2.032089  0.04
31 C 23.099696 -2.139116 -3.499951  0.00
32 C 25.458941 4.558413 -1.147396  0.00
33 C 19.630450 3.562226 1.119564  0.00
34 C 20.006497 -0.474420 -1.123926  0.00
35 C 25.675096 -1.648161 -0.898800  0.00
36 C 22.169532 -4.734998 4.531027  0.09
37 C 24.775478 -0.664422 3.221990  0.01
38 C 25.897657 -3.983352 -1.205371  0.00
39 C 21.142708 -6.522815 3.228800  0.30
40 C 26.265630 -1.388433 -2.102786  0.00
41 C 11.689713 2.608776 2.531528  0.00
42 C 17.632448 -3.225673 -5.151774  0.00
43 C 19.651343 -4.726011 -2.036572  0.00
44 C 14.046851 1.706713 1.953839  0.00
45 C 25.956967 -1.184350 5.710920  0.00
46 C 26.146185 -0.347538 3.459536  0.00
47 C 23.055625 6.619471 -0.229213  0.00
48 C 16.690835 -2.026382 -4.887920  0.00
49 C 12.314765 6.244090 -5.343350  0.00
50 C 26.697832 -0.644925 4.728701  0.00
51 C 17.339867 -2.018837 4.496440  0.00
52 C 24.215110 6.887841 -1.201783  0.00
53 C 25.409803 -2.945659 -0.434031  0.00
54 C 19.380625 4.715276 0.208850  0.00
55 C 13.078101 4.933176 -5.558164  0.00
56 C 26.552164 -3.738612 -2.443231  0.00
57 C 16.511851 0.920957 1.432174  0.00
58 C 24.000021 -1.162585 4.286949  -0.02
59 C 21.086209 -5.141637 -2.310587  0.00
60 C 19.931102 0.306759 -2.216797  0.00
61 C 16.209486 0.471710 -0.048560  0.00
62 C 14.410658 5.285420 -6.096033  0.00
63 C 18.516143 -0.497548 6.006768  0.00
64 C 24.619525 -1.382677 5.494836  0.01
65 C 18.262690 3.646350 -1.853847  0.00
66 C 21.032896 1.100828 -2.659345  0.00
67 C 21.216091 -0.652970 -0.452848  0.01
68 C 13.696720 -3.758686 -3.145670  0.00
69 C 22.063542 -3.979923 -2.194435  0.00
70 C 15.278469 0.883061 2.446492  0.00
71 C 18.815719 -2.189954 3.941973  0.01
72 C 22.714904 -4.183473 3.354515  -0.14
73 C 15.145869 -3.204881 -3.211058  0.00
74 C 17.261470 -0.619076 5.185949  0.00
75 C 15.235030 -2.411598 -4.480637  0.00
76 C 26.018419 2.468626 -2.657762  0.00
77 C 26.226749 4.006939 -2.430322  0.00
78 C 22.370199 0.090773 -0.944083  0.00
79 C 23.055411 -1.188981 -4.744450  0.00
80 H 25.941735 1.873121 -1.748043  0.00
81 H 21.058306 -2.361401 -3.157712  0.00
82 H 14.355998 2.709527 1.659063  0.00
83 H 25.838048 -5.000187 -0.846356  0.00
84 H 26.880766 -4.598530 -3.008001  0.00
85 H 18.831725 -2.205560 -6.539501  0.00
86 H 16.489772 4.261632 -4.269141  0.00
87 H 26.451520 6.532779 -1.322434  0.00
88 H 23.085594 -4.358413 -2.178538  0.00
89 H 24.056266 -2.660457 -3.535868  0.00
90 H 14.808651 -2.992976 -5.298137  0.00
91 H 11.638041 3.637827 2.887165  0.00
92 H 13.440194 2.415533 3.856275  0.00
93 H 21.230996 2.559319 -0.044095  0.00
94 H 21.039461 -6.285187 5.433670  0.00
95 H 22.409821 -4.282544 5.481788  0.00
96 H 23.328267 0.147100 -0.448762  0.00
97 H 25.745515 6.197659 0.112543  0.00
98 H 16.588535 -2.089774 3.709947  0.00
99 H 22.078755 6.876766 -0.638626  0.00
100 H 18.966877 -5.546652 -2.251422  0.00
101 H 20.016256 5.578799 0.404833  0.00
102 H 17.421368 0.545226 1.900897  0.00
103 H 16.971577 0.609859 -0.815528  0.00
104 H 14.416839 5.737422 -7.087875  0.00
105 H 22.910623 -4.327677 1.267391  0.08
106 H 19.613368 3.847417 2.171451  0.00
107 H 21.138607 -5.739311 -3.220616  0.00
108 H 17.035206 -1.455902 -4.025326  0.00
109 H 26.444600 -0.377763 -2.438816  0.00
110 H 12.255367 6.825330 -6.263529  0.00
111 H 26.738343 2.060247 -3.367022  0.00
112 H 17.831395 -3.754984 -4.219914  0.00
113 H 15.275144 0.956634 -0.331331  0.00
114 H 15.835397 -4.046737 -3.148383  0.00
115 H 13.088569 4.458402 -4.577050  0.00
116 H 18.872875 2.779837 1.074459  0.00
117 H 16.993093 1.900817 -3.957407  0.00
118 H 11.327696 6.016506 -4.940847  0.00
119 H 19.300598 -3.110432 3.616840  0.00
120 H 23.031915 -1.832576 -5.623847  0.00
121 H 17.487189 4.366179 -2.115670  0.00
122 H 14.885782 3.267704 -6.635092  0.00
123 H 12.699927 0.866466 3.323419  0.00
124 H 25.337607 -0.796974 -0.326108  0.00
125 H 27.283130 4.192836 -2.236385  0.00
126 H 19.328775 -3.900259 -2.670755  0.00
127 H 22.471363 1.788337 2.179901  0.00
128 H 17.181048 0.017214 4.304604  0.00
129 H 15.586554 1.129985 3.462473  0.00
130 H 16.683417 -1.372276 -5.759806  0.00
131 H 14.970310 -0.161242 2.497147  0.00
132 H 25.870174 4.034501 -0.284550  0.00
133 H 14.607814 -1.520183 -4.471262  0.00
134 H 23.332182 -3.297769 3.384402  0.29
135 H 13.549144 1.374133 1.042917  0.00
136 H 16.288689 1.460130 -5.517229  0.00
137 H 12.526285 4.341599 -6.288663  0.00
138 H 21.137240 -5.883869 -1.513983  0.00
139 H 17.161450 -2.825724 5.207211  0.00
140 H 21.450580 -6.261938 1.023792  0.00
141 H 13.428767 -4.106426 -2.147985  0.00
142 H 16.015747 -0.600712 -0.026744  0.00
143 H 25.060735 2.305343 -3.152002  0.00
144 H 26.097280 4.595024 -3.338892  0.00
145 H 24.228351 7.977754 -1.203297  0.00
146 H 23.005795 1.633795 -2.338455  0.00
147 H 19.657399 -4.507264 -0.968769  0.00
148 H 20.875612 1.735565 -3.518859  0.00
149 H 18.972331 0.402907 -2.704565  0.00
150 H 17.643998 2.658119 -5.436685  0.00
151 H 23.992010 -0.631945 -4.769156  0.00
152 H 22.928720 -1.282588 4.221251  0.00
153 H 24.417917 -0.525826 2.212368  0.00
154 H 20.422721 3.951714 -1.550265  0.00
155 H 19.138833 -0.961839 -0.704425  0.00
156 H 14.997937 3.331447 -4.127624  0.00
157 H 16.729771 1.986956 1.366879  0.00
158 H 27.766796 -0.559766 4.857059  0.00
159 H 18.766957 0.461990 6.458964  0.00
160 H 15.348209 -2.601778 -2.325945  0.00
161 H 17.154772 -3.935815 -5.826784  0.00
162 H 23.014587 5.582061 0.102765  0.00
163 H 13.414305 -4.552176 -3.837568  0.00
164 H 11.704675 2.610243 1.441628  0.00
165 H 22.005246 -3.468600 -1.233574  0.00
166 H 14.901515 6.029044 -5.468199  0.00
167 H 22.213783 -0.496661 -4.765753  0.00
168 H 10.766801 2.161274 2.900398  0.00
169 H 23.232967 -1.574453 -2.577190  0.00
170 H 19.375662 -3.844334 -6.026981  0.00
171 H 19.537911 5.361399 -1.893454  0.00
172 H 24.392496 4.333641 -1.164237  0.00
173 H 21.836892 3.775304 1.040836  0.00
174 H 12.990192 -2.955643 -3.355495  0.00
175 H 19.713523 -2.425677 -5.003565  0.00
176 H 18.363236 5.083940 0.339600  0.00
177 H 16.352286 -0.443812 5.761084  0.00
178 H 21.698182 -3.555706 -4.293147  0.00
179 H 18.328374 -1.085981 6.904867  0.00
180 H 23.911168 6.766670 -2.241504  0.00
181 H 25.015441 -3.188438 0.541635  0.00
182 H 26.431630 -1.363620 6.664317  0.00
183 H 17.890241 2.926957 -1.124562  0.00
184 H 21.153463 2.256371 2.988154  0.00
185 H 23.948378 -1.815202 6.222080  0.00
186 H 12.954990 6.873469 -4.725209  0.00
187 H 18.907413 -1.427345 3.168596  0.00
188 H 18.646210 3.136583 -2.737669  0.00
189 H 20.896683 0.895967 1.805841  0.00
190 H 23.115107 7.185994 0.700097  0.00
191 H 16.250922 4.277378 -6.767950  0.00

Forces on the atoms, in the same order (eV/Å):
S -1.3 0.7 0.1
O 1.0 1.4 -1.1
O 1.6 -1.2 1.7
O 1.4 1.5 1.5
O 0.2 -0.5 0.5
O -0.7 -2.4 2.3
O -0.1 1.1 -1.1
O -1.4 -0.3 0.1
O -0.3 -1.7 0.7
O -2.2 -1.8 1.1
O 1.0 -1.9 2.8
N -2.3 -2.5 -0.1
N 1.9 2.9 -2.1
N 0.3 2.1 -2.1
N -1.1 2.2 -1.8
C 0.0 0.1 -0.9
C -1.3 -1.0 0.4
C 0.0 -1.0 0.3
C 0.4 2.1 -0.1
C -0.6 -0.8 -0.3
C 0.9 1.5 -0.3
C -0.5 1.0 0.5
C -0.5 0.4 1.2
C 0.8 2.1 0.5
C -2.0 0.4 0.2
C -0.3 1.2 1.6
C 0.0 0.0 0.3
C -0.2 0.3 -1.0
C -0.6 -0.2 -0.6
C 0.6 0.4 -0.5
C 0.2 1.0 -0.5
C 0.2 -0.1 -1.7
C 2.2 -1.0 0.7
C 0.5 -1.3 1.8
C -1.4 0.1 0.7
C -0.6 -1.7 0.3
C 1.4 0.4 0.3
C 0.2 0.3 -1.0
C 0.5 0.7 -0.7
C 1.7 -0.4 -1.5
C 1.2 -0.2 0.3
C -0.4 0.6 1.1
C -0.1 0.2 -0.6
C 1.0 0.7 0.0
C -0.4 0.0 1.2
C -2.0 -1.2 0.7
C 0.0 -0.7 0.3
C -0.5 -0.6 0.6
C 0.3 -0.2 -0.3
C 1.7 0.7 -2.7
C 0.9 -0.9 0.7
C -0.2 0.0 -0.6
C 1.4 0.0 -0.8
C -0.6 1.2 -1.2
C -1.3 1.2 -0.2
C 0.2 -0.2 0.3
C -0.8 1.6 -0.1
C 1.0 0.9 -1.1
C -0.9 -0.7 0.9
C 0.4 2.1 -1.7
C -0.4 -0.7 1.8
C 2.5 -0.6 0.2
C 0.3 -0.4 1.5
C -1.5 -0.9 0.4
C 1.4 0.6 0.3
C -2.1 -1.6 0.6
C 0.9 1.8 -2.4
C -0.2 0.4 0.8
C 0.2 -1.5 -0.1
C 0.1 -0.8 -2.3
C -0.2 2.2 0.5
C -0.5 -0.4 0.2
C -1.5 -0.8 0.1
C 0.3 -0.8 -1.9
C 1.4 0.1 -1.4
C -0.6 1.1 -0.6
C 0.0 -0.5 1.4
C -1.3 -0.6 1.8
C 0.4 -1.0 0.9
H 0.5 0.2 0.2
H -0.4 -0.2 -0.1
H 0.4 0.3 0.1
H -0.1 -0.1 -0.2
H 0.3 0.1 -0.1
H 0.5 0.0 -0.2
H -0.1 0.2 0.1
H -0.2 0.0 -0.9
H 0.2 -0.2 -0.3
H -0.1 -0.6 -0.3
H 0.0 -0.3 -0.1
H 0.3 0.1 -0.2
H -0.1 -0.2 0.2
H 0.0 0.0 -0.1
H -0.1 -0.5 -0.2
H -0.3 0.1 0.1
H -0.1 -0.6 0.3
H -0.2 0.1 0.4
H 0.2 -0.1 -0.1
H 0.0 -0.1 -0.3
H 0.0 -0.1 0.2
H 0.3 -0.1 0.5
H 0.0 -0.7 -0.2
H 0.2 0.5 0.4
H -0.6 0.0 -0.1
H -0.4 -0.3 -0.5
H -0.3 0.5 0.1
H 0.4 0.4 -0.3
H 0.6 0.3 -0.1
H 0.0 0.1 0.1
H -0.4 -0.2 -0.2
H 0.3 -0.1 0.3
H -0.4 -0.2 0.1
H 0.2 0.0 -0.3
H 0.2 0.0 -0.3
H 0.3 -0.4 -0.2
H 0.1 -0.2 -0.5
H 0.2 -0.2 0.0
H 0.0 0.6 0.1
H -0.6 -0.2 0.2
H -0.1 0.2 -0.2
H -0.2 -0.3 0.0
H -0.2 -0.2 -0.2
H 0.1 0.0 0.4
H 0.1 0.1 0.2
H 0.2 -0.2 0.3
H -0.1 0.3 0.4
H 0.2 -0.8 -0.7
H 0.4 0.7 0.3
H 0.0 0.5 -0.2
H 0.0 0.1 0.0
H -0.2 -0.3 0.2
H 0.1 0.0 0.0
H 0.1 0.2 0.4
H 0.1 0.1 0.0
H 0.3 -0.8 0.0
H 0.0 0.2 -0.1
H 0.0 -0.4 0.2
H 1.2 -0.3 0.2
H -0.2 0.0 0.1
H -0.5 -0.7 0.2
H 0.1 -0.1 0.1
H -0.2 -0.2 -0.1
H -0.3 0.1 -0.1
H -0.8 -0.1 0.0
H 1.3 0.2 0.3
H 0.5 -0.2 0.4
H -0.7 0.5 0.0
H 0.2 0.2 0.0
H 0.0 0.1 -0.2
H 0.2 -0.6 -0.1
H -0.1 0.2 -0.1
H -0.1 0.0 -0.3
H -0.4 0.2 0.1
H 0.1 -0.3 0.2
H -0.2 -0.2 -0.2
H 0.0 -0.1 0.0
H 0.2 0.3 -0.1
H 0.1 0.4 0.0
H 0.3 0.3 -0.8
H -0.1 0.2 0.0
H -0.1 0.0 -0.1
H -0.1 -0.2 -0.2
H 0.6 -0.1 -0.2
H -0.3 0.1 0.0
H -0.5 0.2 0.2
H -0.1 0.3 0.3
H 0.0 -0.1 0.1
H 0.2 -0.3 -0.1
H -0.3 0.3 0.0
H 0.6 0.3 -0.3
H -0.1 0.3 0.4
H -0.1 -0.5 -0.3
H -0.1 0.1 0.2
H 0.0 0.2 0.0
H -0.3 0.0 0.1
H -0.2 0.1 0.3
H 0.1 -0.3 0.1
H -0.1 -0.3 0.1
H 0.2 -0.5 0.0
H -0.3 -0.7 -0.1
H -0.2 0.4 0.1
H -0.1 -0.2 0.1
H 0.0 -0.1 -0.1
H -0.8 -0.3 0.2
H 0.3 0.1 0.7
H -0.5 0.0 0.6
H 0.1 -0.3 -0.5
H -0.6 -0.2 -0.2
H 0.2 0.1 0.2
H 0.4 0.2 0.0
H 0.2 0.4 0.1

=====

Record 3
ORCA calculation (ωB97M-V with the def2-TZVPD basis set) on C5H11NO in the gas phase.

Properties
Net charge: 0
SMILES: CNC(=O)C(C)C
Orbital gap, eV: 10.25

Last column: Mulliken charge in e.
CARTESIAN COORDINATES (ANGSTROEM)
1 O 0.742838 1.539462 0.813894  -0.60
2 N 1.358946 0.014534 -0.758823  -0.16
3 C -1.966910 0.955757 0.720765  -1.55
4 C -1.007358 0.259474 -0.242448  0.77
5 C 2.629341 -0.227953 -0.121753  -0.85
6 C 0.419641 0.719345 -0.022086  0.11
7 C -1.091885 -1.290605 -0.143117  -1.13
8 H -1.944896 2.038982 0.583937  0.36
9 H 3.215376 -0.918325 -0.730255  0.34
10 H -1.698108 0.756916 1.765294  0.33
11 H 1.290882 -0.023291 -1.761590  0.25
12 H 3.194673 0.684643 0.077911  0.28
13 H -2.987511 0.594024 0.560073  0.42
14 H -0.149407 -1.741512 0.188660  0.27
15 H -1.205513 0.592039 -1.274761  0.26
16 H 2.424544 -0.721204 0.835887  0.25
17 H -1.861910 -1.593229 0.573697  0.40
18 H -1.340400 -1.751745 -1.103391  0.26

Forces on the atoms, in the same order (eV/Å):
O -0.1 -0.5 0.1
N 0.1 0.2 0.1
C 0.0 0.1 0.0
C 0.0 0.1 -0.1
C 0.3 0.0 0.1
C 0.1 0.1 0.2
C -0.1 0.0 0.0
H 0.0 -0.1 0.0
H 0.0 0.1 0.0
H 0.0 0.0 -0.2
H -0.2 -0.2 0.1
H 0.1 -0.1 0.0
H 0.1 0.1 0.0
H -0.2 0.2 -0.1
H -0.3 -0.3 0.1
H 0.2 0.1 -0.1
H 0.0 0.1 -0.1
H 0.0 0.1 0.1

=====

Result set for F_max: 0.1148; 0.0794; 0.0095 Eh/bohr, one per record in the order listed.
Result set for electronic energy: -94956.133; -105431.956; -8900.988 eV, one per record in the order listed.